Molecular formula: C2H14O5
Method: DFT, ωB97M-V/def2-TZVPD

Output
DFT total energy in hartree: -460.72978
Energy above the lowest of the compared OMol25 structures with the same formula, charge and spin in kcal/mol: 47.5
Frontier orbital gap in hartree: 0.3726
Structure (SMILES): C=C.O.O.O.O.O
LUMO energy in eV: 0.1

The geometry in XYZ format:
```
21
Properties=species:S:1:pos:R:3:forces:R:3:lowdin_charge:R:1
C -0.004 0.289 5.076 -1.0767 -0.4883 -1.5503 -0.075
C -1.109 0.872 4.599 -0.1070 0.4774 0.9030 -0.086
H 0.226 0.132 6.118 0.5915 0.8980 0.0355 0.047
H 0.543 -0.218 4.284 0.1845 -0.7433 0.6802 0.037
H -1.632 1.670 5.123 -0.3185 -0.6000 0.4448 0.042
H -1.594 0.574 3.676 0.7272 0.4536 -0.5220 0.038
O 0.525 0.735 -3.419 -0.5989 -0.6775 0.8020 -0.057
H 0.053 0.938 -2.593 -0.0306 0.4791 -0.1983 0.040
H 0.771 -0.165 -3.157 0.4557 0.0191 -0.5509 0.050
O 0.299 -0.018 -0.246 0.0973 0.6288 -0.4821 -0.052
H 0.851 -0.792 -0.374 -0.1736 -0.2742 0.3391 0.023
H -0.305 -0.206 0.474 0.0276 -0.3309 0.0325 0.027
O 0.126 -3.015 0.646 -0.0861 0.5275 -0.2505 -0.046
H -0.001 -3.118 1.592 0.1255 -0.3158 0.0092 0.040
H 0.514 -3.817 0.292 -0.0005 -0.1866 0.2436 0.042
O 2.145 3.156 -2.730 0.8132 0.4819 0.0716 -0.056
H 1.445 2.800 -3.269 -0.3909 -0.3514 0.0179 -0.004
H 1.819 3.309 -1.842 -0.2811 -0.1161 -0.0531 0.029
O -1.426 -1.322 -4.930 0.3543 -0.7013 -0.3790 -0.060
H -2.349 -1.225 -4.695 0.0740 0.4373 0.2136 0.029
H -0.898 -0.579 -4.626 -0.3869 0.3828 0.1931 -0.006
```
Forces are in eV/Å.


Molecular formula: C7H12N4OP
Method: DFT, ωB97M-V/def2-TZVPD

Output
DFT total energy in hartree: -908.97705
Frontier orbital gap in hartree: 0.2800
Structure (SMILES): C#CCCCc1[nH]nc[n+]1P(N)O
LUMO energy in eV: -4.5
Charge: +1

The geometry in XYZ format:
```
25
Properties=species:S:1:pos:R:3:forces:R:3:lowdin_charge:R:1
C -1.712 -0.376 -4.234 7.6393 -2.4873 6.0915 0.059
C -0.556 -0.655 -3.445 -8.1849 1.7292 -4.0360 -0.084
C 0.523 -0.970 -2.205 -0.6191 -0.1634 -0.2801 -0.206
C 0.892 0.383 -1.327 -0.0051 0.0620 -1.5717 -0.195
C -0.507 0.895 -0.642 -0.3023 1.0676 0.0320 -0.126
C -0.406 1.271 0.950 -0.6764 2.0887 2.3783 -0.034
N -0.851 2.629 1.495 2.8441 -7.1203 1.0571 0.052
N -0.674 2.627 2.878 1.6727 -4.0722 1.3202 0.036
C -0.116 1.312 3.386 -2.0423 3.2740 -5.6436 0.006
N 0.045 0.461 2.145 -1.9814 4.9478 -2.8163 -0.221
P 0.629 -1.226 2.150 1.5045 -2.6541 1.3385 0.927
N -0.415 -2.278 1.095 2.6497 0.1305 0.5696 -0.183
O 2.270 -1.299 1.471 -2.2683 0.7205 1.7531 -0.344
H -2.758 -0.350 -4.801 3.1009 -0.0111 1.3435 0.068
H 1.461 -1.526 -2.637 -1.8220 1.4008 0.7159 0.122
H 0.009 -1.716 -1.450 0.7234 1.4358 -1.8453 0.083
H 1.785 0.239 -0.582 -1.9256 -0.0819 -1.3070 0.106
H 1.265 1.185 -2.128 -0.9334 -1.5776 1.9580 0.135
H -0.800 1.906 -1.203 0.5175 -2.1186 1.5426 0.139
H -1.423 0.159 -0.853 2.1521 1.4021 0.7751 0.144
H -1.232 3.437 0.949 0.5055 -0.9900 0.9783 0.184
H 0.117 0.975 4.483 -0.5741 0.9318 -2.5147 0.155
H -0.684 -3.065 1.760 0.2977 1.4257 -0.8485 0.056
H 0.283 -2.752 0.448 -1.1715 0.7475 0.6342 0.047
H 2.852 -1.265 2.300 -1.1007 -0.0873 -1.6249 0.073
```
Forces are in eV/Å.


Molecular formula: C6H16FO3P
Method: DFT, ωB97M-V/def2-TZVPD

Output
DFT total energy in hartree: -905.04080
Frontier orbital gap in hartree: 0.3346
Structure (SMILES): C[C@H](F)C[PH4].COC(=O)OC
LUMO energy in eV: 0.8

The geometry in XYZ format:
```
27
Properties=species:S:1:pos:R:3:forces:R:3:lowdin_charge:R:1
C 3.944 2.152 -0.813 -0.1254 -0.1833 0.0890 -0.052
C 2.849 2.726 0.082 0.0035 0.3407 -0.0969 -0.443
F 2.508 1.737 1.034 -0.0581 -0.1214 0.1451 -0.099
C 1.579 3.165 -0.637 0.1580 -0.2142 -0.0848 -0.371
P 0.337 1.718 -0.865 0.0734 -0.0026 0.0705 0.681
H 3.732 2.317 -1.867 0.0632 0.0571 -0.0567 0.069
H 4.004 1.077 -0.647 -0.0038 -0.0127 -0.0398 0.079
H 4.916 2.576 -0.572 0.0542 0.0275 -0.0404 0.073
H 3.245 3.545 0.681 0.0498 0.0332 0.0101 0.126
H 1.103 4.000 -0.119 -0.1376 -0.0518 0.0770 0.070
H 1.841 3.504 -1.642 -0.0152 0.0915 -0.0208 0.067
H -0.494 2.510 -1.686 -0.0108 0.0571 -0.0357 -0.024
H 0.014 1.735 0.515 -0.0054 0.0010 0.0046 -0.020
H 1.367 0.960 -1.497 -0.0223 -0.0393 0.0190 -0.015
H -0.567 0.576 -1.042 -0.0327 0.0051 -0.0483 -0.109
C -4.319 -4.164 0.064 -0.0782 -0.0759 -0.0342 -0.041
O -2.913 -4.054 0.297 0.0010 -0.0365 0.0008 0.003
C -2.529 -2.866 0.763 0.0379 -0.0265 -0.0583 -0.627
O -3.252 -1.931 0.987 -0.0458 0.0512 0.0321 0.124
O -1.210 -2.892 0.932 0.0388 -0.0200 0.0061 0.007
C -0.656 -1.666 1.417 0.1573 0.1081 0.0803 -0.037
H -4.479 -5.171 -0.309 0.0417 -0.0097 0.0028 0.092
H -4.874 -4.015 0.988 -0.0007 0.0441 0.0029 0.097
H -4.643 -3.435 -0.678 -0.0019 0.0376 0.0248 0.097
H -1.072 -1.415 2.391 -0.0596 0.0118 -0.0211 0.099
H -0.843 -0.857 0.714 -0.0754 0.0094 -0.0028 0.058
H 0.413 -1.832 1.508 -0.0058 -0.0814 -0.0252 0.096
```
Forces are in eV/Å.


Molecular formula: C23H25B2F2N2O3PdS3
Method: DFT, ωB97M-V/def2-TZVPD

Output
DFT total energy in hartree: -2798.39825
Energy above the lowest of the compared OMol25 structures with the same formula, charge and spin in kcal/mol: 0.0
Expectation value of S²: 6.02
Frontier orbital gap (alpha / beta) in hartree: 0.2659 / 0.1941
LUMO energy (alpha / beta) in eV: -2.3 / -5.7
Charge: +1
Spin multiplicity: 5

The geometry in XYZ format:
```
61
Properties=species:S:1:pos:R:3:forces:R:3:mulliken_spin:R:1
Pd 0.567 0.034 -0.841 -0.0230 0.3893 -0.2069 1.999
N 2.518 0.262 -1.692 0.2187 0.0670 0.1750 0.199
C 2.520 0.684 -3.106 -0.0247 0.0951 -0.0425 -0.008
C 1.436 1.730 -3.358 -0.0759 -0.1259 0.0279 0.066
C 1.513 2.992 -2.476 -0.0332 0.0481 0.0187 -0.009
C 0.392 3.129 -1.449 -0.0258 -0.0429 -0.0035 0.022
N 0.480 2.139 -0.353 0.0811 0.1451 0.0993 0.186
H 3.005 0.936 -1.106 -0.0258 -0.0261 -0.0031 -0.015
H 2.998 -0.621 -1.544 -0.0405 -0.0264 -0.1279 -0.012
H 2.331 -0.201 -3.712 -0.0158 0.0373 -0.0147 0.008
H 3.509 1.068 -3.374 -0.0441 0.0270 -0.0342 0.008
H 0.454 1.252 -3.225 0.0650 0.0085 0.0056 -0.023
H 1.480 2.004 -4.412 0.0430 0.0257 -0.0033 -0.002
H 1.463 3.879 -3.108 -0.0117 -0.0121 -0.0197 -0.001
H 2.486 3.065 -1.976 0.0141 -0.0196 0.0495 -0.003
H -0.576 2.980 -1.932 0.0463 0.0150 -0.0242 0.012
H 0.389 4.133 -1.015 0.0528 0.0033 -0.0826 0.006
H -0.348 2.202 0.237 0.0247 -0.0577 -0.0640 0.001
H 1.278 2.322 0.251 -0.0017 -0.0481 -0.0546 -0.014
O 1.488 -0.277 0.984 0.2099 0.1044 0.1414 0.297
C 1.023 -1.298 1.804 -0.0098 0.1552 -0.2201 0.001
C 2.169 -2.258 2.074 0.0176 -0.1998 0.0766 0.052
C 3.226 -2.527 1.257 -0.0680 0.0350 0.0491 0.006
C 4.118 -3.491 1.792 -0.0333 -0.0390 0.1125 -0.002
C 3.719 -3.939 3.013 0.0317 0.0007 -0.0367 0.005
S 2.282 -3.175 3.533 0.1282 -0.0455 -0.0675 0.002
C 0.534 -0.686 3.112 -0.1481 0.0360 -0.0776 -0.013
C 0.819 0.574 3.545 -0.0138 -0.1474 -0.0540 0.005
C 0.256 0.867 4.815 -0.0261 -0.1199 0.1412 0.003
C -0.448 -0.178 5.326 -0.0578 0.1301 -0.0255 0.004
S -0.456 -1.514 4.257 0.0967 0.0459 0.1008 0.002
C -0.159 -2.021 1.048 -0.2961 0.0245 -0.1316 -0.123
C -1.491 -1.229 1.029 0.1815 0.1513 -0.1964 0.124
C -2.595 -2.146 1.309 0.2229 -0.1994 0.0973 0.237
C -2.228 -3.424 1.642 -0.0731 0.1385 -0.0575 0.112
S -0.562 -3.657 1.739 -0.0320 0.0158 -0.0064 0.484
H 3.370 -2.046 0.305 -0.0285 0.0391 -0.0213 0.001
H 5.016 -3.825 1.296 0.0348 -0.0355 -0.0157 0.000
H 4.202 -4.664 3.646 0.0290 -0.0207 0.0298 0.000
H 1.432 1.253 2.976 0.0415 0.0193 -0.0466 -0.003
H 0.384 1.803 5.334 0.0011 0.0454 0.0269 0.000
H -0.966 -0.237 6.269 -0.0352 -0.0015 0.0213 0.001
H -1.468 -0.451 1.808 -0.0048 -0.0315 0.0551 0.021
H -3.633 -1.844 1.276 -0.0435 0.0478 -0.0575 0.013
H -2.909 -4.231 1.864 0.0095 -0.0693 0.0363 0.005
O -2.165 1.038 0.000 0.2416 0.0501 -0.1096 0.077
B -1.765 -0.306 -0.307 -0.9190 -0.2108 0.2500 -0.283
O -2.528 -0.742 -1.423 0.2056 -0.0439 0.1137 0.047
C -3.154 0.369 -1.904 -0.0846 -0.0067 -0.1764 -0.042
C -3.904 0.499 -3.058 0.0660 -0.0646 0.0946 0.001
C -4.431 1.757 -3.320 -0.0304 0.0820 -0.0281 0.007
C -4.214 2.836 -2.466 -0.0053 -0.0110 -0.0072 0.012
C -3.459 2.700 -1.307 0.0367 -0.1076 0.0420 0.014
C -2.941 1.444 -1.058 0.0661 0.0745 0.1232 0.104
H -4.070 -0.342 -3.715 -0.0056 -0.0331 -0.0287 0.000
H -5.027 1.911 -4.209 -0.0007 -0.0441 -0.0192 0.001
H -4.649 3.795 -2.711 -0.0005 0.0298 0.0281 0.001
H -3.296 3.522 -0.623 -0.0005 0.0275 -0.0032 0.000
F 1.356 -2.555 -1.049 -0.1591 0.0047 0.0689 0.034
B 0.114 -2.332 -0.543 0.2759 -0.3265 0.1813 0.366
F -0.886 -2.961 -1.169 -0.0438 -0.0025 -0.0979 0.003
```
Forces are in eV/Å.


Molecular formula: C31H52BrN3OP2V
Method: DFT, ωB97M-V/def2-TZVPD

Output
DFT total energy in hartree: -5651.90968
Energy above the lowest of the compared OMol25 structures with the same formula, charge and spin in kcal/mol: 0.0
Expectation value of S²: 4.19
Frontier orbital gap (alpha / beta) in hartree: 0.2504 / 0.1736
LUMO energy (alpha / beta) in eV: -5.9 / -7.4
Charge: +2
Spin multiplicity: 4

The geometry in XYZ format:
```
91
Properties=species:S:1:pos:R:3:forces:R:3:mulliken_spin:R:1
N 1.104 -2.061 -8.098 -0.1248 0.3106 -0.0937 -0.014
C 2.088 -1.635 -7.297 -0.4982 -0.3593 0.4769 0.005
C 1.917 -1.500 -5.907 -0.6481 -0.2662 -0.4159 -0.039
C 0.666 -1.865 -5.336 0.5703 0.3502 -1.6298 0.068
C -0.367 -2.256 -6.205 0.5094 -0.0993 -0.3793 -0.006
C -0.100 -2.313 -7.580 0.0889 -0.1606 0.6041 0.010
C 0.432 -1.779 -3.910 -1.1451 0.0027 -0.5691 -0.144
V -0.908 -0.853 -2.659 -1.1628 1.8065 1.0808 2.394
P -2.758 -1.776 2.583 -0.2221 2.1925 3.3667 0.722
C -0.265 -2.717 -3.080 1.0056 -0.6183 0.6607 -0.214
C -0.012 -2.495 -1.656 0.6649 -0.4949 -0.3443 0.230
C -0.893 -2.805 -0.591 -0.2280 0.2118 0.0375 -0.015
C -0.677 -2.251 0.660 0.0676 0.4984 -0.0129 0.181
C 0.430 -1.435 1.004 -0.8674 -0.6696 -2.8817 -0.177
C 1.286 -1.108 -0.045 -0.1973 0.3650 0.3727 0.049
C 0.989 -1.515 -1.369 1.3725 -1.3591 1.5813 -0.190
Br 0.350 -0.463 2.551 0.3554 0.6584 1.1360 0.006
H 0.836 -0.831 -3.448 0.6265 -0.9823 -0.4697 -0.082
H -0.928 -3.525 -3.440 0.6963 0.4887 0.0567 -0.010
H 2.762 -1.136 -5.322 -0.3260 -0.1828 0.0968 -0.002
H -1.361 -2.537 -5.838 0.3906 0.1997 -0.0622 0.002
H 3.059 -1.443 -7.777 -0.5405 -0.0122 0.2955 0.000
H -0.914 -2.600 -8.258 0.5286 0.1091 0.1032 0.000
H -1.756 -3.441 -0.797 0.1574 0.0839 0.2141 -0.014
H 1.837 -1.442 -2.057 -0.4889 0.2700 0.2656 0.010
H -1.491 -2.248 1.427 1.2699 -0.5947 -1.3023 -0.006
H 2.148 -0.460 0.149 -0.4000 -0.0475 -0.2233 0.027
P -1.373 1.145 -1.392 0.0806 -0.9271 -0.3087 -0.089
C -1.730 -3.013 3.525 0.4153 -1.6273 -0.6537 0.034
C -2.330 -3.943 4.567 -0.4187 0.0633 0.1405 0.038
H -0.899 -2.438 3.962 -0.5558 0.3113 -0.3775 0.002
H -1.264 -3.671 2.776 -0.1203 0.3017 0.0651 -0.004
H -1.533 -4.628 4.890 -0.2099 0.2201 -0.0764 -0.004
H -2.696 -3.407 5.446 -0.0558 -0.1876 -0.1723 -0.001
H -3.126 -4.545 4.122 0.0128 0.0250 0.2534 -0.002
C -3.866 -1.393 1.192 -0.4628 -0.9434 -1.0615 0.019
C -5.312 -1.111 1.639 0.1271 -0.0159 0.2838 0.022
H -3.858 -2.261 0.509 0.0452 0.2893 0.2103 0.006
H -3.472 -0.534 0.610 0.2596 -0.5607 0.6045 0.011
H -5.978 -1.148 0.770 0.1617 0.0091 0.1710 0.004
H -5.630 -1.872 2.361 -0.1531 0.2466 -0.1826 -0.005
H -5.392 -0.117 2.097 -0.0679 -0.3121 -0.0753 0.002
C -2.750 -0.266 3.649 -0.6902 0.4144 0.0616 0.045
C -2.361 -0.404 5.129 -0.0258 -0.1245 0.0594 -0.003
H -3.781 0.135 3.616 0.3948 -0.1563 -0.1222 0.011
H -2.100 0.486 3.183 -0.2833 -0.1764 -0.0906 0.012
H -2.552 0.545 5.648 -0.0171 -0.1997 -0.2626 0.000
H -2.953 -1.170 5.635 0.0986 0.1046 -0.0560 -0.001
H -1.301 -0.621 5.280 -0.0700 -0.0888 -0.1139 0.002
C -0.706 2.195 -0.089 0.1311 0.4032 0.2538 -0.003
C -1.163 3.649 -0.236 0.0302 0.3861 0.1589 -0.001
H 0.393 2.102 -0.076 -0.2863 -0.0355 -0.0456 -0.008
H -1.044 1.780 0.879 0.0542 0.0091 -0.4085 -0.002
H -0.750 4.129 -1.135 -0.0938 -0.1982 0.2423 0.000
H -2.257 3.730 -0.287 0.2420 -0.0099 0.0503 0.001
H -0.828 4.233 0.631 -0.0993 -0.1026 -0.2453 0.000
C -3.196 1.200 -1.364 -0.2046 0.8908 0.2262 -0.016
C -3.901 0.060 -2.101 -0.1296 0.0733 -0.1940 0.058
H -3.495 2.169 -1.792 -0.1961 -0.2636 0.2149 -0.003
H -3.496 1.219 -0.303 0.0390 0.0909 -0.2926 -0.005
H -3.843 0.164 -3.193 0.0620 0.0147 0.2128 0.007
H -3.525 -0.940 -1.829 0.0170 0.1060 0.0733 -0.001
H -4.970 0.081 -1.849 0.2508 -0.1343 -0.1457 0.003
C -0.932 1.749 -3.082 -0.4385 0.6999 0.3925 0.090
C 0.417 2.478 -3.180 0.6197 -0.0045 -0.2231 0.021
H -1.740 2.411 -3.428 0.1433 -0.4423 -0.1699 0.010
H -0.927 0.844 -3.748 -0.1165 0.5618 -0.4820 -0.037
H 1.159 1.862 -3.709 -0.1874 0.2341 0.1534 -0.004
H 0.320 3.423 -3.737 -0.0202 -0.4405 0.2117 0.001
H 0.843 2.713 -2.197 -0.1014 -0.0603 -0.2575 -0.002
C 3.865 -0.488 2.158 -0.1363 -0.6143 -0.2134 0.000
N 4.297 0.864 2.338 -0.4972 0.1513 -0.6080 0.000
C 5.024 1.160 3.552 -0.1161 0.1533 0.2141 0.000
C 5.835 2.416 3.342 0.5223 -0.0216 0.2449 0.000
C 4.948 3.555 2.893 -0.0354 0.0105 0.2205 0.000
N 4.133 3.121 1.777 -0.4767 -0.7783 -0.5365 0.000
C 3.505 4.112 0.952 -0.2812 0.5489 -0.5194 0.000
C 3.753 1.826 1.516 0.4111 0.4411 0.4911 0.000
O 2.974 1.567 0.576 0.3668 -0.2538 0.6776 0.002
H 3.871 -0.737 1.098 0.0955 -0.0871 0.0513 -0.001
H 2.854 -0.664 2.545 0.3367 -0.0258 0.0032 0.001
H 4.551 -1.164 2.674 -0.0501 0.1104 -0.0857 0.000
H 4.331 1.283 4.409 0.2277 -0.0801 -0.2201 0.000
H 5.667 0.294 3.755 -0.0801 0.3226 0.0827 0.000
H 6.603 2.218 2.584 -0.1292 0.0838 0.1271 0.000
H 6.337 2.678 4.274 0.0458 0.0604 -0.0840 0.000
H 5.556 4.405 2.556 -0.1347 -0.1763 0.1511 0.000
H 4.306 3.901 3.725 0.2086 -0.0451 -0.2021 0.000
H 2.427 4.199 1.159 0.1942 0.0686 0.0304 0.000
H 3.982 5.080 1.133 -0.1348 -0.1880 -0.0787 0.000
H 3.606 3.844 -0.108 0.0285 0.1751 0.2675 0.000
```
Forces are in eV/Å.